C4H9F2NO2 | ωB97M-V with the def2-TZVPD basis set

The geometry in XYZ format:
```
18
Properties=species:S:1:pos:R:3:forces:R:3
C -0.785 -0.681 -0.754 -1.370 -1.226 -0.298
C 0.964 0.503 0.607 1.234 -6.222 -0.537
C -2.085 -0.726 0.126 -0.980 -2.171 -0.609
C 2.526 -0.093 0.041 -4.174 4.205 1.511
N -0.079 0.491 -0.352 0.488 0.080 1.091
O -2.886 0.454 -0.009 3.066 0.358 -0.483
O 3.347 0.749 0.715 1.371 0.214 -0.036
F 2.596 0.035 -1.283 0.381 0.147 -1.037
F 2.720 -1.323 0.328 0.742 -3.302 0.656
H -0.153 -1.570 -0.438 -0.825 0.703 -0.968
H -1.125 -0.675 -1.868 1.117 -0.065 1.809
H 1.231 1.428 0.904 0.449 3.110 1.104
H 0.731 -0.210 1.514 0.423 1.506 -1.586
H -1.692 -0.736 1.130 -0.067 -0.363 0.735
H -2.725 -1.691 -0.047 1.126 1.854 0.180
H -0.088 1.295 -0.888 -0.084 1.327 -1.579
H -2.040 1.032 -0.040 -2.312 0.019 0.150
H 4.301 0.586 0.573 -0.585 -0.173 -0.104
```
Forces are in eV/Å.

Results
Multiplicity: 1
Charge: 0
HOMO in eV: -8.8
LUMO in eV: 0.663
SMILES: OCCNCC(O)(F)F
Gap between HOMO and LUMO in Eh: 0.349
Maximum force in hartree/bohr: 0.1238